Record 1
# C28H22BF4N4NaS2

A structure of composition C28H22BF4N4NaS2 (wB97M-V/def2-TZVPD, the Open Molecules 2025 dataset).

Calculated values
- multiplicity = 1
- relative energy (zero: lowest compared OMol25 entry of this formula, charge and spin) (kJ/mol) = 0.0
- net charge = -2
- gap between HOMO and LUMO (eV) = 5.88

Atoms and positions in Å:
Na  -0.47822  0.63566  -0.49276
N  -2.72287  -1.02773  -1.83765
C  -2.03618  -2.06677  -2.37196
C  -2.23452  -2.53605  -3.65632
C  -1.43915  -3.57556  -4.17352
C  -0.45865  -4.16909  -3.43025
C  -0.23805  -3.72736  -2.10141
C  0.76134  -4.27133  -1.25933
C  0.91216  -3.79636  0.00907
C  0.06804  -2.75108  0.44727
N  -0.84988  -2.20322  -0.31034
C  -1.01898  -2.68722  -1.56785
H  -3.39304  -0.51239  -2.37600
H  -2.62919  -0.79632  -0.86158
H  -2.99232  -2.07278  -4.27786
H  -1.61034  -3.90098  -5.19378
H  0.16340  -4.95633  -3.83934
H  1.40040  -5.05989  -1.64219
H  1.66158  -4.17627  0.69090
H  0.18777  -2.36522  1.45304
N  1.73113  0.01082  0.70419
C  2.68221  0.99286  0.40740
C  3.18100  1.77957  1.44938
C  4.08664  2.79778  1.20524
C  4.51587  3.04756  -0.09108
C  4.03363  2.25288  -1.12232
C  3.12445  1.21730  -0.91173
C  2.67942  0.37282  -2.06378
C  3.68685  -0.11690  -2.90738
C  3.36492  -0.85968  -4.03316
C  2.02458  -1.09774  -4.31204
C  1.04289  -0.60954  -3.45392
C  1.30233  0.13205  -2.28393
H  1.82071  -0.37386  1.64001
H  1.66364  -0.70612  -0.00944
H  2.85559  1.55982  2.45993
H  4.45651  3.39382  2.03181
H  5.21498  3.84926  -0.29854
H  4.35799  2.43858  -2.14040
H  4.73032  0.07116  -2.66748
H  4.14746  -1.25215  -4.67474
H  1.74462  -1.67890  -5.18753
H  0.01173  -0.83495  -3.71871
S  -3.09034  2.45000  -1.10099
C  -3.40804  1.50903  0.27564
N  -2.58838  0.65847  0.84911
C  -3.14655  0.03524  1.95189
C  -2.48840  -0.88077  2.77226
C  -3.16716  -1.42517  3.84908
C  -4.48980  -1.07153  4.12177
C  -5.15116  -0.15200  3.32115
C  -4.47307  0.39997  2.24223
S  -4.99641  1.58126  1.08027
H  -1.45479  -1.14201  2.58183
H  -2.65189  -2.12836  4.49116
H  -5.00193  -1.51070  4.96982
H  -6.17415  0.13456  3.53534
F  2.05163  -2.27162  5.16171
B  2.04689  -2.17571  3.76433
F  3.03785  -1.27149  3.32550
F  2.26612  -3.44343  3.18513
F  0.78588  -1.68898  3.31631

Table of Löwdin atomic charges, one value per atom, all in e:
1 Na 0.310
2 N 0.152
3 C -0.271
4 C -0.060
5 C -0.117
6 C -0.077
7 C -0.168
8 C -0.015
9 C -0.028
10 C -0.118
11 N 0.136
12 C -0.173
13 H 0.088
14 H 0.044
15 H 0.099
16 H 0.091
17 H 0.096
18 H 0.109
19 H 0.102
20 H 0.085
21 N 0.117
22 C -0.248
23 C -0.037
24 C -0.124
25 C -0.131
26 C -0.064
27 C -0.142
28 C -0.251
29 C -0.087
30 C -0.142
31 C -0.139
32 C -0.163
33 C -0.071
34 H 0.070
35 H 0.060
36 H 0.110
37 H 0.086
38 H 0.080
39 H 0.103
40 H 0.094
41 H 0.076
42 H 0.079
43 H 0.061
44 S 0.410
45 C -1.209
46 N -0.043
47 C -0.315
48 C -0.005
49 C -0.093
50 C -0.126
51 C -0.125
52 C -0.504
53 S 0.939
54 H 0.092
55 H 0.100
56 H 0.085
57 H 0.092
58 F 0.090
59 B -1.235
60 F 0.083
61 F 0.081
62 F 0.057

Record 2
# C3H10O3S

A cluster of 3 separate species, C3H10O3S in total in a non-equilibrium geometry (wB97M-V/def2-TZVPD, the Open Molecules 2025 dataset).

Calculated values
- multiplicity = 2
- relative energy (zero: lowest compared OMol25 entry of this formula, charge and spin) (kJ/mol) = 94.2
- net charge = -1
- gap between HOMO and LUMO (alpha / beta) (eV) = 3.51 / 6.66

Atoms and positions in Å:
O  -0.89698  1.50878  -0.18318
C  -0.37019  0.56201  0.51709
C  -0.16213  -0.85396  -0.09352
C  -1.02854  -1.91154  0.58531
S  -0.18107  -3.52662  0.87854
H  -0.53021  0.54839  1.61766
H  -0.37498  -0.73956  -1.12223
H  0.88534  -1.06761  0.13226
H  -1.90256  -2.23059  0.00585
H  -1.43784  -1.54100  1.52536
H  0.33196  -3.57848  -0.35697
H  2.69727  0.08022  -1.47494
H  3.54329  0.30911  -0.20646
O  3.60166  0.19863  -1.15767
H  -1.35217  5.58151  -1.37500
H  -1.30500  6.46171  -0.14288
O  -1.28869  6.50533  -1.10681

Table of Löwdin atomic charges, one value per atom, all in e:
1 O -0.276
2 C -0.473
3 C -0.315
4 C -0.580
5 S 0.587
6 H 0.039
7 H 0.075
8 H 0.056
9 H 0.046
10 H 0.050
11 H -0.169
12 H 0.027
13 H 0.020
14 O -0.085
15 H 0.039
16 H 0.032
17 O -0.073

Record 3
# C5H12N2O

A cluster of 2 separate species, C5H12N2O in total in a non-equilibrium geometry (wB97M-V/def2-TZVPD, the Open Molecules 2025 dataset).

Calculated values
- multiplicity = 2
- relative energy (zero: lowest compared OMol25 entry of this formula, charge and spin) (kJ/mol) = 578.4
- net charge = +1
- gap between HOMO and LUMO (alpha / beta) (eV) = 4.82 / 4.63

Atoms and positions in Å:
C  1.68033  1.41681  -0.10396
C  0.29016  1.25997  -0.80355
C  -1.03339  0.95093  -0.16086
C  -0.62222  2.47183  -0.61422
O  -0.34325  3.31008  0.26861
N  0.83544  -1.47220  0.19882
C  -0.50955  -1.86488  0.48775
N  -0.72095  -3.24397  1.03519
H  1.67533  2.39796  0.38016
H  1.88188  0.59421  0.56185
H  2.38566  1.59651  -0.91245
H  0.31626  0.86478  -1.82871
H  -1.83962  0.56724  -0.83339
H  -1.30572  0.93983  0.90683
H  -1.25550  2.91052  -1.41613
H  1.33175  -2.18690  -0.33588
H  -0.86086  -1.25501  1.35243
H  -1.22575  -1.91028  -0.40561
H  -0.52088  -3.97000  0.36082
H  -0.15913  -3.37743  1.86229

Table of Löwdin atomic charges, one value per atom, all in e:
1 C 0.005
2 C -0.172
3 C 0.120
4 C -0.263
5 O 0.225
6 N 0.117
7 C -0.402
8 N 0.017
9 H 0.087
10 H 0.063
11 H 0.099
12 H 0.174
13 H 0.156
14 H 0.148
15 H 0.180
16 H 0.063
17 H 0.106
18 H 0.141
19 H 0.068
20 H 0.067

Record 4
# C6H6N6OS

The molecule C6H6N6OS in a non-equilibrium geometry (wB97M-V/def2-TZVPD, the Open Molecules 2025 dataset).

Calculated values
- multiplicity = 1
- relative energy (zero: lowest compared OMol25 entry of this formula, charge and spin) (kJ/mol) = 0.0
- gap between HOMO and LUMO (eV) = 5.45

Atoms and positions in Å:
C  1.39643  -1.53602  -1.00851
C  0.01101  2.35605  -0.94017
C  -1.17557  1.68923  -0.83613
C  0.98772  0.86002  0.57615
C  3.04839  -0.45863  0.32280
C  -2.02761  -1.74849  0.66250
N  0.32732  -1.60063  -1.44706
N  1.88121  0.06464  0.96543
N  -0.39808  0.66554  1.10389
N  2.62490  -1.29640  -0.65248
N  1.02726  1.92734  -0.23371
N  -1.33060  0.84396  0.15132
O  4.18117  -0.19404  0.64802
S  -2.77469  -0.16336  0.06636
H  0.03831  3.25005  -1.68568
H  -1.85922  1.65610  -1.59400
H  -1.67640  -1.77503  1.65810
H  -1.03478  -1.85171  0.00784
H  -2.82512  -2.59837  0.46528
H  -0.42165  -0.09027  1.77006

Table of Löwdin atomic charges, one value per atom, all in e:
1 C -0.414
2 C -0.066
3 C -0.107
4 C -0.378
5 C -0.595
6 C -0.364
7 N 0.077
8 N 0.222
9 N 0.130
10 N 0.106
11 N 0.203
12 N -0.352
13 O 0.057
14 S 0.966
15 H 0.165
16 H 0.097
17 H -0.001
18 H 0.024
19 H 0.097
20 H 0.133

So what do the calculations give for total energy? Going down the list: -2682.64563 -744.15912 -381.94699 -1034.00791 a.u..